56
Properties=species:S:1:pos:R:3:nbo_charge:R:1 method="wB97M-V/def2-TZVPD" multiplicity=1 e_tot_ev=-43103.222
C -5.32 -3.93 1.51 -0.6311
C -5.70 -3.22 0.17 -0.4166
C -5.98 -1.64 0.37 -0.3637
C -4.81 -0.96 0.65 -0.2806
N -4.98 0.34 0.59 -0.4663
C -5.84 0.87 1.93 -0.3635
H -6.96 0.64 1.93 0.1849
H -5.46 0.47 2.65 0.1517
H -5.70 2.06 1.92 0.1917
C -5.40 1.13 -0.48 -0.1874
H -5.51 2.45 -0.24 0.1690
C -4.60 1.02 -1.76 -0.2599
N -3.11 1.04 -1.43 -0.4946
C -2.15 0.36 -1.26 0.5214
O -2.36 -0.89 -1.82 -0.7726
C -0.93 0.67 -0.67 -0.1838
C 0.29 -0.25 -0.70 -0.0764
C 1.34 0.53 -0.14 -0.2012
C 1.16 2.01 0.06 0.1727
N 2.13 2.55 0.72 -0.2253
N 3.14 1.64 0.50 -0.2654
C 2.64 0.57 0.27 0.1487
C 3.65 -0.54 0.04 -0.0069
C 3.11 -1.88 -0.11 -0.2579
C 4.06 -2.82 -0.65 -0.1164
C 5.50 -2.76 -0.26 -0.3507
C 5.92 -1.69 0.02 0.3669
C 5.06 -0.28 0.11 -0.2094
H 5.28 0.52 0.46 0.1750
O 7.30 -1.45 0.23 -0.5506
C 7.83 -0.03 0.39 -0.2374
H 8.86 -0.33 0.38 0.2029
H 7.64 0.61 -0.34 0.1781
H 7.43 0.13 1.37 0.1925
H 6.09 -3.66 -0.34 0.2379
H 3.74 -3.78 -0.57 0.1910
H 2.15 -2.10 -0.56 0.2162
C 2.31 3.86 1.35 -0.3481
H 1.63 4.07 1.94 0.1877
H 1.97 4.69 0.39 0.1835
H 3.43 3.89 1.56 0.2544
S -0.72 2.40 0.06 0.2053
H 0.13 -1.15 -1.07 0.2452
H -3.01 1.96 -0.84 0.3495
H -4.92 1.62 -2.57 0.2279
H -4.37 -0.18 -1.99 0.2683
H -6.38 0.78 -0.74 0.1839
H -4.31 -1.39 1.67 0.1936
H -4.10 -1.07 -0.20 0.2458
H -6.97 -1.55 1.27 0.1663
H -6.59 -1.29 -0.55 0.2038
H -5.08 -3.28 -0.66 0.2130
H -6.58 -3.64 -0.28 0.1973
H -5.20 -5.08 1.34 0.2183
H -4.29 -3.62 1.86 0.2074
H -6.04 -3.69 2.45 0.2137


114
Properties=species:S:1:pos:R:3:mulliken_charge:R:1 method="wB97M-V/def2-TZVPD" multiplicity=1 e_tot_ev=-89599.164 smiles="Cc1ccc(C[C@](CCC(F)=C(F)F)(OC#N)O[C@@H](C[C@H](O)CN)[C@@H](CCCCl)OCCCCCO)cc1.Fc1ccccc1.Fc1ccccc1.Fc1ccccc1"
C -1.09 4.87 -2.68 -1.2929
C -0.63 3.79 -1.74 1.1461
C 0.67 3.76 -1.24 -1.4453
C 1.07 2.78 -0.35 -0.0225
C 0.20 1.78 0.06 -0.0178
C 0.62 0.70 1.04 0.0477
C 1.47 -0.47 0.48 0.5630
C 2.65 -0.73 1.41 -0.9907
C 3.53 -1.94 1.03 0.0533
C 3.68 -2.89 2.19 0.0322
F 4.89 -2.94 2.79 -0.3470
C 2.71 -3.62 2.72 0.3053
F 2.69 -4.01 3.98 -0.3120
F 1.66 -4.06 2.06 -0.1419
O 1.90 -0.18 -0.91 -0.4534
C 3.01 0.45 -1.05 0.8469
N 4.04 0.96 -1.19 -0.7961
O 0.79 -1.67 0.43 0.9005
C -0.47 -1.68 -0.27 0.2594
C -0.41 -2.77 -1.33 -1.6448
C 0.55 -2.49 -2.48 -0.3200
O -0.04 -3.12 -3.63 -0.6083
C 1.96 -3.04 -2.28 0.2712
N 1.98 -4.42 -1.80 -0.6957
C -1.64 -1.84 0.77 0.5873
C -2.72 -2.89 0.47 -1.2874
C -4.15 -2.30 0.41 -0.9399
C -4.59 -2.05 -1.04 -0.2960
Cl -5.27 -0.40 -1.25 -0.2343
O -1.06 -2.12 2.04 -0.2553
C -1.89 -1.80 3.14 -1.1923
C -1.32 -0.69 4.01 -0.4268
C 0.17 -0.89 4.34 0.8852
C 0.45 -0.54 5.81 -0.7772
C 1.94 -0.34 6.07 -0.5121
O 2.22 -0.80 7.40 -0.5534
C -1.09 1.81 -0.44 0.0551
C -1.51 2.79 -1.32 -1.3201
H -0.26 5.25 -3.27 0.4132
H -1.44 5.71 -2.07 0.3077
H -1.94 4.55 -3.28 0.1210
H 1.36 4.53 -1.56 0.4010
H 2.09 2.80 0.02 0.5868
H -0.26 0.32 1.54 -1.0755
H 1.22 1.19 1.81 0.7830
H 3.23 0.17 1.59 0.7178
H 2.15 -0.96 2.35 -0.0950
H 4.53 -1.59 0.80 0.5111
H 3.10 -2.51 0.21 -0.2397
H -0.62 -0.73 -0.79 -0.1273
H -0.18 -3.72 -0.85 0.6313
H -1.39 -2.85 -1.79 0.3738
H 0.60 -1.42 -2.68 0.1890
H 0.40 -2.76 -4.40 0.4354
H 2.43 -3.05 -3.27 0.4603
H 2.57 -2.37 -1.67 -0.2323
H 2.89 -4.82 -1.95 0.3271
H 1.79 -4.44 -0.80 0.1578
H -2.13 -0.86 0.87 0.4031
H -2.70 -3.62 1.28 0.3465
H -2.58 -3.46 -0.45 0.8157
H -4.81 -3.05 0.84 0.4130
H -4.20 -1.37 0.98 0.4965
H -5.34 -2.76 -1.36 0.4079
H -3.75 -2.10 -1.73 0.1100
H -1.97 -2.71 3.76 0.3161
H -2.92 -1.55 2.86 0.2304
H -1.47 0.26 3.49 0.1273
H -1.91 -0.64 4.93 0.5496
H 0.76 -0.19 3.75 -0.2906
H 0.46 -1.92 4.14 0.1142
H -0.08 0.39 6.02 0.1649
H 0.06 -1.32 6.46 0.4077
H 2.20 0.72 6.00 0.3284
H 2.51 -0.94 5.35 0.2297
H 3.17 -0.70 7.54 0.3245
H -1.81 1.06 -0.13 0.3514
H -2.54 2.77 -1.66 0.4736
F -2.44 1.85 4.98 -0.1748
C -3.25 2.01 6.05 0.4231
C -4.29 2.91 5.97 -0.6429
C -5.12 3.06 7.07 -0.3661
C -4.90 2.33 8.23 -0.5188
C -3.84 1.44 8.28 -0.5375
C -3.00 1.27 7.19 -0.0208
H -4.44 3.47 5.06 0.4236
H -5.95 3.76 7.02 0.3652
H -5.55 2.46 9.08 0.3750
H -3.66 0.87 9.18 0.3710
H -2.18 0.57 7.21 0.2967
F -3.63 4.03 -4.85 -0.3399
C -3.18 4.46 -6.05 0.4185
C -2.85 3.53 -7.01 -0.5084
C -2.39 3.98 -8.24 -0.2978
C -2.25 5.35 -8.48 -0.5289
C -2.58 6.26 -7.49 -0.3358
C -3.06 5.82 -6.26 -0.3401
H -2.96 2.48 -6.80 0.4189
H -2.13 3.27 -9.01 0.3548
H -1.89 5.69 -9.44 0.3727
H -2.48 7.32 -7.67 0.3567
H -3.33 6.51 -5.48 0.4196
F 5.32 -2.81 -2.49 -0.2791
C 5.62 -2.34 -3.72 0.3905
C 5.93 -3.25 -4.72 -0.4650
C 6.23 -2.76 -5.98 -0.3356
C 6.22 -1.39 -6.23 -0.5235
C 5.91 -0.51 -5.20 -0.4554
C 5.60 -0.98 -3.94 -0.3200
H 5.94 -4.31 -4.50 0.4193
H 6.48 -3.45 -6.78 0.3623
H 6.46 -1.02 -7.21 0.3805
H 5.90 0.56 -5.39 0.3802
H 5.34 -0.31 -3.12 0.4255


17
Properties=species:S:1:pos:R:3:nbo_charge:R:1 method="wB97M-V/def2-TZVPD" multiplicity=1 e_tot_ev=-9320.769 charge=+1
C 0.84 -0.73 -1.86 -0.4498
N 0.14 -0.47 -0.56 -0.5407
C -0.69 -1.35 -0.04 0.4112
N -1.26 -1.18 1.15 -0.7915
H 0.12 -1.07 -2.76 0.2332
H 1.73 -1.45 -1.95 0.2405
H 1.24 0.22 -2.15 0.2278
H 0.60 0.25 0.06 0.4660
H -1.03 -2.22 -0.73 0.2187
H -1.45 -0.16 1.30 0.4643
H -1.48 -2.05 1.62 0.4378
H 2.64 1.41 1.18 0.4951
H 1.45 2.01 0.96 0.4805
O 1.83 1.12 0.88 -0.9388
H -1.57 2.15 0.25 0.5072
H -1.73 2.02 1.71 0.5034
O -1.39 1.48 0.96 -0.9651


92
Properties=species:S:1:pos:R:3:mulliken_charge:R:1 method="wB97M-V/def2-TZVPD" multiplicity=1 e_tot_ev=-39624.652 charge=+2
Rb -4.79 -1.33 2.51 1.0490
Rb -0.30 -4.06 2.93 0.8790
Rb -3.17 -4.32 -0.54 0.8058
B -2.02 -2.18 1.07 1.8984
H -2.94 -2.08 0.49 -1.1588
H -2.28 -2.66 2.03 -0.5137
H -1.31 -2.81 0.51 -0.5530
H -1.48 -1.19 1.24 -0.2132
C -2.16 6.49 1.19 -1.8621
C -1.11 5.45 0.90 1.4346
C -0.66 4.98 2.31 -1.3339
C 0.07 3.67 2.36 -0.6974
C -0.77 2.67 1.56 -1.2743
C -1.19 3.04 0.10 2.3842
N -1.77 4.41 0.09 0.2299
O -2.01 4.82 -1.23 -0.4973
C 0.14 2.82 -0.67 -1.1640
C -2.24 1.97 -0.34 -2.0631
C 0.12 6.04 0.17 -1.5473
H -1.72 7.25 1.85 0.4071
H -2.96 6.04 1.78 0.4134
H -2.59 6.91 0.29 0.3829
H -0.13 5.79 2.81 0.4867
H -1.57 4.71 2.86 0.3854
H -0.06 3.27 3.37 0.4087
H 1.10 3.80 2.05 0.3776
H -1.72 2.44 2.05 0.4491
H -0.22 1.72 1.59 0.1466
H 0.88 3.58 -0.42 0.2703
H 0.65 1.86 -0.61 -0.1645
H -0.01 2.96 -1.75 0.3995
H -1.82 0.98 -0.23 0.0105
H -3.05 2.19 0.36 0.4104
H -2.54 2.03 -1.38 0.4857
H 0.41 7.02 0.55 0.4162
H -0.02 6.34 -0.87 0.3728
H 0.97 5.36 0.11 0.2855
H -2.91 4.51 -1.38 0.3631
C 4.73 -4.43 2.05 -1.7649
C 4.74 -2.87 2.00 1.6166
C 5.87 -2.39 1.07 -1.4661
C 5.65 -2.46 -0.45 -0.6973
C 4.33 -1.68 -0.72 -1.3787
C 3.12 -2.23 0.08 2.1702
N 3.55 -2.12 1.52 0.1493
O 2.46 -2.33 2.38 -0.3818
C 1.98 -1.34 -0.36 -2.1939
C 2.90 -3.75 -0.24 -1.6552
C 5.14 -2.31 3.40 -1.9768
H 5.21 -4.73 2.98 0.5122
H 5.35 -4.86 1.27 0.3873
H 3.72 -4.78 2.24 0.2510
H 6.13 -1.36 1.36 0.5014
H 6.80 -2.89 1.34 0.4443
H 5.66 -3.50 -0.76 0.2956
H 6.45 -1.91 -0.95 0.4576
H 4.13 -1.97 -1.76 0.4324
H 4.36 -0.61 -0.58 0.4982
H 1.70 -1.57 -1.39 0.2098
H 1.10 -1.61 0.24 0.4470
H 2.11 -0.26 -0.28 0.5310
H 2.47 -3.84 -1.24 0.3179
H 3.76 -4.39 -0.13 0.3739
H 2.18 -4.06 0.52 0.1664
H 6.13 -2.67 3.66 0.4733
H 4.41 -2.70 4.11 0.3797
H 5.10 -1.23 3.30 0.4926
H 2.35 -1.45 2.75 0.3323
C -6.72 0.21 -1.10 -1.5203
C -5.43 -0.45 -1.47 0.7342
C -4.77 0.19 -2.71 -0.6151
O -4.47 -0.36 -0.41 -0.4134
H -6.63 1.29 -1.23 0.3587
H -7.08 -0.02 -0.10 0.3213
H -7.46 -0.19 -1.80 0.3893
H -5.64 -1.52 -1.58 0.1439
H -3.92 0.79 -2.41 -0.0662
H -5.42 0.75 -3.37 0.4416
H -4.30 -0.56 -3.36 0.2024
H -3.73 -0.92 -0.67 0.1868
C -0.78 -0.94 -3.71 -1.4019
C -1.39 -2.18 -3.01 0.3772
C -0.50 -3.42 -2.98 -0.7745
O -1.96 -1.95 -1.72 -0.1427
H -1.46 -0.14 -3.41 0.2816
H -0.89 -1.13 -4.78 0.4537
H 0.25 -0.59 -3.64 0.2987
H -2.26 -2.25 -3.66 0.2942
H 0.43 -3.35 -2.41 0.0118
H -0.03 -3.65 -3.94 0.4873
H -1.00 -4.25 -2.47 0.0112
H -1.26 -1.59 -1.16 -0.0950


17
Properties=species:S:1:pos:R:3:nbo_charge:R:1 method="wB97M-V/def2-TZVPD" multiplicity=1 e_tot_ev=-9437.116
C 1.59 0.81 1.40 -0.6358
C 0.82 -0.39 0.84 0.0672
O -0.08 -0.93 1.79 -0.7092
C 0.11 -0.04 -0.46 0.0824
C -0.89 -1.02 -1.09 -0.5336
C -1.84 0.17 -1.03 0.1372
O -1.00 0.89 -0.25 -0.5075
H 2.07 0.54 2.35 0.2249
H 2.36 1.15 0.70 0.2138
H 0.90 1.65 1.58 0.2142
H 1.53 -1.20 0.62 0.1871
H -0.76 -0.25 1.95 0.4705
H 0.78 0.40 -1.20 0.1921
H -0.65 -1.49 -2.04 0.2321
H -1.21 -1.78 -0.36 0.2463
H -2.23 0.71 -2.07 0.1589
H -1.49 0.78 -2.72 -0.0408


74
Properties=species:S:1:pos:R:3:mulliken_charge:R:1 method="wB97M-V/def2-TZVPD" multiplicity=1 e_tot_ev=-108730.695 charge=-1
Cu 0.87 -0.79 -0.49 -0.5532
C -2.02 -1.75 3.50 -1.4383
Sb -1.87 -0.18 1.97 0.5720
C -3.46 -0.90 0.62 -1.2861
C -3.11 1.35 3.03 -1.4869
C -2.14 2.19 3.82 0.9169
C -2.01 1.91 5.21 -0.6764
C -1.15 2.62 6.02 -0.7167
C -0.37 3.61 5.43 -0.5274
C -0.41 3.87 4.05 -0.5338
C -1.33 3.22 3.23 0.9151
C -1.49 3.69 1.82 -1.7050
Sb -0.06 2.58 0.41 0.5820
C 0.95 4.19 -0.68 -1.4895
C 1.62 2.24 1.81 -1.3471
H -2.97 -1.65 4.03 0.5108
H -1.20 -1.69 4.23 0.3519
H -2.03 -2.71 2.93 0.3239
H -4.46 -0.98 1.10 0.4280
H -3.22 -1.96 0.28 0.3343
H -3.58 -0.21 -0.23 0.3432
H -3.75 0.71 3.67 0.5428
H -3.76 1.84 2.27 0.4468
H -2.59 1.05 5.59 0.2626
H -1.07 2.38 7.07 0.4003
H 0.30 4.21 6.03 0.3584
H 0.25 4.61 3.62 0.3992
H -1.22 4.74 1.66 0.5536
H -2.47 3.58 1.38 0.4128
H 0.99 5.05 0.00 0.4553
H 0.36 4.49 -1.55 0.3585
H 1.96 3.93 -0.97 0.4286
H 2.09 3.21 2.06 0.4380
H 2.35 1.59 1.36 0.4706
H 1.21 1.80 2.74 0.2618
C -0.18 -1.97 -4.05 -1.3273
N 0.98 -1.07 -3.96 0.7865
C 2.30 -1.66 -4.03 -0.7527
C 0.80 0.31 -3.67 -0.0413
S -0.17 0.31 -2.00 0.1755
N -0.12 0.90 -4.59 0.4844
C -0.95 2.05 -4.27 -1.0230
C -0.02 0.66 -6.03 -1.2703
H -0.14 -2.40 -5.08 0.3713
H -1.12 -1.41 -3.92 0.3136
H -0.05 -2.77 -3.33 0.3620
H 2.75 -1.88 -3.04 0.0563
H 3.03 -1.01 -4.55 0.1389
H 2.17 -2.61 -4.58 0.3518
H -1.44 1.92 -3.29 0.2516
H -1.75 2.14 -5.01 0.3501
H -0.43 3.00 -4.20 0.2893
H 0.75 -0.09 -6.19 0.4071
H 0.27 1.54 -6.62 0.3589
H -0.96 0.30 -6.42 0.3447
I 3.41 1.72 -4.93 -0.0811
C 1.98 1.19 -3.36 -1.5617
H 1.67 2.13 -2.89 0.3761
H 2.62 0.68 -2.65 0.5039
C 1.95 -1.63 0.85 -1.3568
C 1.79 -3.07 0.92 0.8244
C 2.44 -3.96 0.06 -0.5491
C 2.16 -5.33 0.15 -0.5532
C 1.21 -5.80 1.05 0.4000
C 0.54 -4.89 1.88 -0.7402
C 0.84 -3.54 1.85 -0.3247
C 0.99 -7.18 1.20 0.1116
N 0.80 -8.32 1.40 -0.6083
H 2.95 -1.29 0.51 0.5104
H 1.65 -1.11 1.76 0.5857
H 3.19 -3.61 -0.64 0.3484
H 2.77 -5.97 -0.50 0.3613
H -0.20 -5.29 2.56 0.4318
H 0.34 -2.87 2.55 0.3870


12
Properties=species:S:1:pos:R:3:nbo_charge:R:1 method="wB97M-V/def2-TZVPD" multiplicity=1 e_tot_ev=-10716.243
C 0.62 0.00 -0.50 0.6350
C -0.75 0.21 0.18 0.3257
N 1.78 -0.61 -0.13 -0.8302
N -1.28 -0.22 1.38 -0.8155
O 0.32 1.23 0.09 -0.5311
N -1.41 0.11 -1.04 -0.2608
O 0.14 -0.20 -1.78 -0.4416
H 2.56 0.00 0.09 0.3977
H 2.00 -1.44 -0.65 0.3990
H -0.57 -0.55 2.02 0.3901
H -1.89 0.45 1.83 0.3722
H -1.54 1.02 -1.49 0.3596


17
Properties=species:S:1:pos:R:3:mulliken_spin:R:1 method="wB97M-V/def2-TZVPD" multiplicity=3 s_squared=2.0027 e_tot_ev=-44070.209
C -1.38 1.06 -1.47 0.0828
C -0.90 1.28 1.60 0.1073
C 2.33 -0.97 -0.54 0.0317
Si 0.97 -2.10 0.35 0.8448
Si -1.30 0.04 0.09 0.7159
Cl 2.76 0.49 0.38 0.0003
Cl -3.02 -1.07 0.05 0.0787
H -0.31 1.32 -1.73 -0.0095
H -1.96 0.67 -2.32 -0.0041
H -1.86 2.01 -1.11 0.0115
H -0.19 2.06 1.21 -0.0125
H -1.78 1.80 1.97 0.0161
H -0.30 0.84 2.43 -0.0031
H 1.67 -0.49 -1.36 -0.0041
H 3.18 -1.53 -0.94 0.0174
H 1.41 -2.08 1.69 0.0578
H 0.68 -3.34 -0.30 0.0689


13
Properties=species:S:1:pos:R:3:mulliken_spin:R:1 method="wB97M-V/def2-TZVPD" multiplicity=8 s_squared=15.7602 e_tot_ev=-27841.250 charge=+2
C 0.31 -0.61 -1.61 -0.0001
C 1.19 -0.15 -0.50 -0.0005
C 0.45 0.91 0.24 -0.0090
C -0.54 0.61 1.14 0.0018
O -1.24 1.48 1.79 -0.0167
O -0.15 -1.76 -1.68 -0.0001
Li -0.23 -3.38 -0.85 0.0000
Eu -3.05 1.98 3.56 7.0245
H -0.11 0.16 -2.28 0.0002
H 1.52 -0.99 0.12 -0.0001
H 0.64 1.95 0.00 -0.0002
H -0.73 -0.46 1.36 0.0003
H 1.94 0.26 -1.28 -0.0001


12
Properties=species:S:1:pos:R:3:nbo_charge:R:1 method="wB97M-V/def2-TZVPD" multiplicity=1 e_tot_ev=-52983.809
C 2.09 0.29 -0.23 -0.2131
N -1.70 0.69 -0.78 -1.1428
N -0.81 -0.38 1.34 -1.1878
O -2.22 -1.92 -0.44 -1.0398
P -1.28 -0.84 -0.24 1.8345
Cl 2.83 0.60 -1.82 0.0512
Cl 1.76 1.67 0.71 0.0827
Cl 2.89 -1.04 0.70 0.0266
H -2.09 0.81 -1.68 0.4037
H -0.75 1.05 -0.79 0.3680
H -0.70 -1.22 2.01 0.4229
H 0.00 0.30 1.21 0.3940


9
Properties=species:S:1:pos:R:3:nbo_charge:R:1 method="wB97M-V/def2-TZVPD" multiplicity=1 e_tot_ev=-17401.320 charge=+2
C 0.85 0.58 1.23 0.2336
C -0.64 -0.15 -0.13 0.3256
N -0.35 0.48 1.82 0.1553
N -1.24 0.06 1.03 -0.0656
N 0.67 0.10 -0.03 -0.4943
S -1.77 -1.25 -1.67 0.8104
H 1.90 0.80 1.66 0.3490
H 1.11 0.14 -0.92 0.4970
H -2.82 -0.89 -0.94 0.1889


18
Properties=species:S:1:pos:R:3:nbo_charge:R:1 method="wB97M-V/def2-TZVPD" multiplicity=1 e_tot_ev=-9806.898 smiles="N=C(N)N.CCO"
N 1.42 0.13 -1.06 -0.7432
C 1.12 1.34 -1.40 0.5811
N 0.27 2.09 -0.63 -0.8219
N 1.69 2.08 -2.48 -0.8666
H 1.92 -0.32 -1.83 0.3661
H -0.11 1.67 0.19 0.3983
H 0.41 3.08 -0.61 0.3843
H 0.93 2.66 -2.91 0.3689
H 2.32 2.83 -2.10 0.3751
C -1.62 -2.07 2.29 -0.6234
C -1.11 -1.60 0.92 -0.0490
O 0.29 -1.59 0.90 -0.7710
H -2.67 -2.05 2.26 0.2011
H -1.21 -1.36 3.02 0.2078
H -1.26 -3.11 2.48 0.2107
H -1.41 -2.28 0.11 0.1515
H -1.51 -0.57 0.66 0.1292
H 0.53 -0.91 0.21 0.5009